1.
C27H28N2O6 | ωB97M-V/def2-TZVPD

Positions of all 63 atoms, in Å:
C  3.567  -2.241  1.569
H  0.556  -5.046  3.154
H  -0.737  6.039  -0.505
H  3.953  -2.066  -0.519
O  -2.707  4.476  -0.202
H  -2.824  2.806  -2.358
C  2.800  -3.821  -0.063
C  -2.505  -0.518  0.592
C  -0.097  4.476  -3.452
O  4.201  -1.043  1.805
H  -3.493  -0.534  0.166
C  -2.028  3.536  -2.358
C  2.162  -4.575  0.913
H  -1.472  3.089  -5.492
C  3.662  -0.152  2.762
H  -0.101  -2.627  1.700
O  -1.950  -4.082  0.947
H  4.375  0.672  2.815
C  -1.886  4.432  -1.309
C  -1.319  2.570  -4.546
C  -0.575  0.712  1.376
C  0.062  -0.478  1.698
H  2.730  -4.129  -1.096
C  0.036  5.362  -2.392
C  -3.875  3.695  -0.214
C  0.870  4.510  -4.596
C  -1.856  -1.705  0.917
H  2.023  -5.991  3.364
H  3.575  -0.612  3.756
C  2.287  -4.184  2.250
C  -0.842  5.350  -1.328
H  -4.475  3.865  -1.116
C  1.328  -5.758  0.538
H  1.425  -5.974  -0.523
H  -0.430  1.948  -4.651
N  -2.439  1.921  0.529
C  3.488  -2.665  0.247
C  -0.582  -1.689  1.468
C  -1.856  0.690  0.824
C  2.998  -3.033  2.566
O  -4.451  1.372  -0.419
H  -1.872  2.732  0.754
H  1.639  -1.495  2.438
N  1.341  -0.542  2.248
C  1.628  -4.976  3.336
H  0.844  6.079  -2.398
C  -1.143  3.552  -3.429
H  -4.067  -3.850  0.034
H  1.619  -6.642  1.103
H  1.388  3.557  -4.690
O  2.119  1.600  2.134
H  3.102  -2.755  3.607
H  -2.173  1.923  -4.363
C  2.296  0.422  2.341
C  -3.631  2.187  -0.061
O  -3.706  -2.959  0.163
H  -0.066  1.648  1.546
H  1.610  5.293  -4.449
H  0.349  4.697  -5.535
C  -2.481  -3.027  0.689
H  0.278  -5.553  0.752
H  1.789  -4.517  4.309
H  -4.458  4.027  0.652

Properties
SMILES string: Cc1ccc(OCC(=O)Nc2cc(NC(=O)COc3ccc(C)c(C)c3)cc(C(=O)O)c2)cc1C
Charge: 0
DFT total energy, Ha: -1606.69769
HOMO energy, Ha: -0.30981
Energy relative to the best compared isomer or geometry (same formula, charge and spin), kcal/mol: 7.86
E_LUMO, eV: 0.4
HOMO-LUMO gap, eV: 8.8
Multiplicity: 1
Molecular weight, g mol⁻¹: 476.529

Löwdin atomic charge list, values in e, 6 entries: -0.285 0.086 0.117 0.120 -0.060 0.113

2.
C8H17N2 | ωB97M-V/def2-TZVPD

Positions of all 27 atoms, in Å:
H  -0.132  3.861  2.688
C  0.717  -0.784  -1.384
H  1.678  -1.959  0.102
H  2.750  -1.542  -1.366
H  -0.572  -2.479  -0.853
C  0.113  -2.190  -1.722
H  1.633  1.123  -2.046
H  -1.317  0.172  -0.915
H  -0.015  0.701  -2.814
N  -1.801  -0.204  2.359
C  -1.290  0.891  1.440
H  -2.555  0.198  2.971
H  2.306  -0.189  -0.005
H  -2.503  -0.955  1.934
H  -2.060  1.258  0.667
H  -1.020  -0.686  2.927
H  0.795  -2.945  -2.251
H  -0.660  -1.923  -2.512
C  1.093  0.323  -2.534
C  2.001  -1.092  -0.648
C  -0.291  3.016  2.047
H  1.657  -0.029  -3.359
C  -0.286  -0.051  -0.509
N  -0.884  2.006  2.520
C  -0.124  0.280  0.792
H  0.769  0.127  1.486
H  -0.004  3.073  0.984

Properties
Charge: +1
DFT total energy, Ha: -424.00210
HOMO energy (spin up / spin down), Ha: -0.35096 / -0.51041
Energy relative to the best compared isomer or geometry (same formula, charge and spin), kcal/mol: 80.46
E_LUMO (spin up / spin down), eV: -3.7 / -6.8
HOMO-LUMO gap (spin up / spin down), eV: 5.8 / 7.1
Multiplicity: 3
Molecular weight, g mol⁻¹: 141.238

Löwdin atomic charge list, values in e, 6 entries: 0.071 -0.602 0.119 0.111 0.096 -0.058

3.
C56H126F2N8O4S2 | ωB97M-V/def2-TZVPD

Positions of all 198 atoms, in Å:
H  0.348  -1.168  -4.633
N  4.789  0.878  -2.361
C  -5.880  1.724  2.354
H  4.281  1.017  -4.479
H  2.261  -0.181  8.379
H  -6.049  -3.331  -0.631
C  -0.353  -1.456  -8.776
H  2.860  6.042  5.102
H  3.377  -9.399  -2.763
H  -4.089  1.568  0.045
S  -0.877  0.171  -0.155
N  -2.331  -0.382  0.407
H  3.813  -1.973  -3.584
N  -0.357  -2.927  -8.270
H  1.128  0.086  3.792
H  -6.082  0.948  1.616
H  4.745  1.092  7.010
H  3.635  -7.749  0.738
C  -6.998  -2.238  1.036
H  -4.151  -2.619  -4.738
H  -1.567  -4.683  -8.535
H  4.216  2.726  -0.068
H  3.673  -0.881  -1.679
H  2.651  -2.948  -0.187
C  1.556  -4.692  -0.980
C  0.052  7.918  4.682
C  4.456  -8.356  -1.120
H  5.144  -7.516  -1.023
H  0.213  3.435  1.903
H  -0.111  8.815  4.085
H  -2.767  -4.078  -3.290
H  3.097  1.938  5.376
C  -6.553  -2.383  -0.446
H  -3.380  -0.665  -3.434
C  3.490  0.174  -1.887
H  5.083  -9.232  -0.954
H  -5.731  2.301  4.454
H  4.305  1.043  8.697
H  1.816  1.251  -1.077
H  0.575  -7.375  0.556
H  2.971  7.418  2.915
H  -0.216  1.285  3.795
H  0.281  0.885  5.858
C  2.189  8.003  3.398
C  -5.571  -1.281  -0.883
C  5.614  -0.785  -4.246
C  -4.246  2.545  0.502
H  -6.635  2.489  2.172
C  4.165  1.608  7.775
H  0.779  -4.678  -0.217
H  3.231  3.542  9.570
C  2.853  1.130  -0.766
H  -1.247  -1.464  -6.370
H  3.763  2.569  -3.077
H  2.788  0.245  5.889
H  -1.101  -1.530  -3.964
H  1.287  3.374  7.941
H  -1.906  -2.930  -5.669
H  -1.020  -1.442  -10.808
H  -2.708  -2.288  -1.801
C  -1.752  -3.609  -8.553
H  5.309  2.997  -2.220
C  -3.300  3.806  0.410
H  5.917  1.345  -4.162
C  4.459  -1.750  -4.433
C  3.335  -8.223  -0.196
H  1.789  1.277  9.387
H  -3.989  5.622  1.432
C  1.679  7.306  6.413
H  0.464  -0.969  -8.243
H  0.120  -3.274  -11.208
O  -0.056  0.852  0.866
H  0.201  -4.128  -6.457
H  -7.748  0.724  5.228
H  -4.830  -1.120  -0.100
C  4.601  3.024  8.101
H  5.922  -0.557  -5.266
H  -3.139  1.791  3.646
H  4.959  3.534  7.207
C  2.214  -3.358  -1.098
H  -6.433  -2.923  -2.800
H  3.467  4.854  8.451
H  -6.016  -0.289  -0.962
C  1.787  0.801  8.407
H  0.132  -2.817  -4.037
H  -3.580  0.530  2.447
C  -4.672  -3.206  -3.981
C  -3.754  -3.769  -2.944
H  -3.351  -0.134  -1.751
H  1.573  -8.066  -2.690
C  2.301  3.193  7.585
H  1.684  3.430  1.104
H  -8.100  2.008  4.120
H  0.700  2.565  5.530
H  -2.330  1.842  2.064
C  0.853  1.131  3.936
H  0.113  -6.943  -1.114
C  5.965  0.578  -1.441
H  1.558  6.806  7.374
H  5.654  0.702  -0.403
C  0.560  6.167  2.872
H  1.037  -4.791  -1.933
C  3.741  -8.404  -2.507
H  5.491  3.069  8.730
H  -3.463  4.315  -0.540
C  0.905  4.124  1.420
H  -6.212  -2.059  1.770
C  -7.508  1.099  4.233
C  4.422  2.363  -2.234
H  -2.519  4.891  2.134
H  -4.661  0.475  -2.690
H  0.467  9.120  6.565
H  4.822  -2.710  -4.801
C  2.585  -5.783  -0.626
H  -7.860  0.345  3.530
C  2.447  1.278  5.950
C  -0.346  -2.008  -4.588
C  -4.005  -0.390  -2.584
H  2.413  -6.578  -2.943
H  -7.397  -2.416  -1.135
O  -1.256  -1.220  2.549
C  0.778  -3.488  -9.173
S  -1.760  -1.508  1.226
H  1.762  -3.155  -8.842
C  -3.491  4.687  1.686
C  -4.434  3.807  2.585
C  2.461  -7.513  -2.384
C  3.561  2.475  -0.902
H  6.415  -0.413  -1.497
H  -2.244  3.537  0.447
C  0.768  -7.562  -0.500
F  -3.211  -2.145  1.592
C  -3.688  -2.764  -1.771
C  0.055  -3.097  -6.780
C  1.561  5.234  2.266
N  2.658  1.672  7.491
N  -4.481  2.328  2.031
H  0.934  -4.564  -9.243
H  1.671  -2.427  -10.719
N  1.221  7.013  4.034
C  -0.082  -1.477  -10.254
H  0.583  -8.595  -0.793
C  5.107  0.685  -3.850
N  2.248  -7.277  -0.888
C  -5.611  -2.322  -3.191
H  2.894  3.336  -0.867
H  2.996  -3.212  -1.842
H  0.393  4.540  0.552
C  -0.977  -2.399  -5.879
O  -0.291  -0.491  -1.279
H  -5.154  2.959  0.064
H  1.494  -2.559  -1.278
C  3.374  3.770  8.514
H  2.258  5.732  1.591
H  -4.204  3.812  3.650
H  4.360  -7.865  -3.223
H  -6.107  -1.507  -3.719
H  -5.419  4.242  2.418
C  -6.008  1.400  3.907
H  2.844  8.460  4.140
H  -0.314  5.663  3.285
H  0.769  0.865  8.025
H  2.900  -9.203  -0.001
C  -3.243  1.557  2.587
C  1.017  1.533  5.381
H  2.920  0.743  0.251
H  2.416  3.592  6.577
H  0.521  -0.599  -10.484
C  0.386  8.089  6.221
H  2.135  4.832  3.101
F  -1.538  1.413  -0.798
O  -1.119  -2.636  0.505
H  -1.260  -0.922  -8.493
H  -7.609  -1.335  1.026
H  3.599  -5.661  -1.008
H  -4.222  -4.668  -2.544
H  2.915  0.026  -2.801
C  0.672  -2.749  -10.428
H  1.404  1.683  3.174
H  0.212  6.900  2.144
H  -2.488  -3.407  -7.774
H  -2.144  -3.392  -9.546
H  1.331  5.374  5.280
H  2.536  7.974  6.501
H  6.714  1.286  -1.794
N  -4.743  -1.665  -2.119
H  6.482  -1.150  -3.696
H  1.687  8.655  2.684
H  2.697  -5.817  0.457
H  -7.595  -3.073  1.404
H  0.960  -2.495  -6.698
H  -0.488  7.705  6.747
H  -3.891  -3.299  -0.843
H  3.798  -1.369  -5.211
H  -0.837  7.287  4.698
H  -5.404  0.523  4.142
C  1.824  6.345  5.253
H  -5.161  -4.015  -4.522

Properties
Charge: +5
DFT total energy, Ha: -3942.47463
HOMO energy (spin up / spin down), Ha: -0.40299 / -0.59112
E_LUMO (spin up / spin down), eV: -8.2 / -8.2
HOMO-LUMO gap (spin up / spin down), eV: 2.8 / 7.9
Multiplicity: 2
Molecular weight, g mol⁻¹: 1077.806

Löwdin atomic charge list, values in e, 6 entries: 0.081 -0.251 -0.089 0.129 0.117 0.104

Which of these has the lowest DFT total energy? C56H126F2N8O4S2

Which value of DFT total energy does entry 1 give? -1606.69769 Ha

Which of these has the lowest multiplicity? C27H28N2O6